[1]
Computed, not measured: an isolated molecule of C7H8BrClN2O, with ωB97M-V/def2-TZVPD.

The frontier orbital gap is 0.3162 Ha. As for the LUMO energy: -1.43 eV. The value obtained for the HOMO energy is -10.037 eV.

ORCA input file:
```
! RIJCOSX wB97M-V def2-TZVPD def2/J DEFGRID3
* xyz 0 1
H -1.078 -1.701 -2.690
C -0.668 -0.126 1.243
H -1.077 -2.515 -1.033
O 2.433 0.820 1.877
C 2.439 0.978 0.709
Cl 3.888 1.622 -0.138
H -0.417 -0.279 2.311
C -1.267 -1.623 -1.625
H -1.640 1.666 0.064
H -1.465 -0.892 1.131
Br 1.172 -2.202 0.514
N 1.278 0.974 -1.526
H -1.858 1.466 1.921
N 0.406 0.134 -2.080
C -1.127 1.345 1.077
H -0.302 2.121 1.171
C 1.436 0.696 -0.291
C 0.262 -0.463 0.166
C -0.151 -0.653 -1.272
H -2.266 -1.368 -1.531
*
```

Results of the natural (NBO) charge analysis, in e, for atoms 1 through 8:
1. H 0.250
2. C -0.480
3. H 0.234
4. O -0.457
5. C 0.520
6. Cl -0.073
7. H 0.258
8. C -0.680

---

[2]
Computed, not measured: an isolated molecule of C7H8BrClS, with ωB97M-V/def2-TZVPD.

As for the energy relative to the best compared isomer or geometry (same formula, charge and spin): 34.9 kcal/mol. The frontier orbital gap is 0.3213 Ha. As for the LUMO energy: 0.30 eV. The value obtained for the HOMO energy is -8.440 eV.

ORCA input file:
```
! RIJCOSX wB97M-V def2-TZVPD def2/J DEFGRID3
* xyz 0 1
Cl 1.803 1.474 -1.068
C -0.923 1.217 -0.544
H -2.956 1.153 0.062
C -1.997 0.755 0.342
C -0.618 -0.241 2.038
H 1.584 -0.326 1.693
H 2.337 -0.873 -2.792
H 2.220 -2.455 -1.774
C 0.544 -0.052 1.482
H -1.360 1.237 -1.572
S 0.318 -1.010 -1.450
C -1.925 0.102 1.514
H -0.744 2.206 -0.260
H -2.718 -0.314 1.959
C 2.095 -1.324 -1.764
Br -0.568 -1.236 3.636
H 2.540 -0.787 -0.949
C 0.368 0.475 -0.552
*
```

Results of the natural (NBO) charge analysis, in e, for atoms 1 through 8:
1. Cl -0.043
2. C -0.547
3. H 0.210
4. C -0.101
5. C -0.179
6. H 0.226
7. H 0.233
8. H 0.238

---

[3]
Computed, not measured: a cluster of 2 separate species, C7H8BrFN2O2S in total, with ωB97M-V/def2-TZVPD.

As for the energy relative to the best compared isomer or geometry (same formula, charge and spin): 12.7 kcal/mol. The frontier orbital gap is 0.3323 Ha. As for the LUMO energy: 0.51 eV. The value obtained for the HOMO energy is -8.531 eV.

ORCA input file:
```
! RIJCOSX wB97M-V def2-TZVPD def2/J DEFGRID3
* xyz 0 1
H 4.916 0.658 -1.411
H -2.080 1.293 -1.127
C -1.121 0.957 -0.781
F -1.255 1.670 1.505
H -0.764 -0.585 2.659
Br 0.286 -2.000 0.943
C -1.105 -0.955 1.796
C -0.588 1.213 0.466
H 3.371 0.900 -2.203
C 3.927 0.225 -1.509
S 3.246 0.410 0.180
H -0.688 -0.057 -2.517
C -0.240 0.369 -1.654
C 1.476 0.598 -0.187
H -2.924 0.080 2.545
O -3.431 -0.561 2.031
H 4.017 -0.783 -1.943
N 1.050 0.236 -1.373
C -2.380 -1.156 1.417
O -2.791 -1.908 0.355
H -3.564 -1.588 0.023
N 0.644 0.983 0.786
*
```

Results of the natural (NBO) charge analysis, in e, for atoms 1 through 8:
1. H 0.224
2. H 0.236
3. C -0.396
4. F -0.318
5. H 0.221
6. Br 0.033
7. C -0.464
8. C 0.639

---

[4]
Computed, not measured: an isolated molecule of C7H8Cl2N2O2, with ωB97M-V/def2-TZVPD.

As for the energy relative to the best compared isomer or geometry (same formula, charge and spin): 50.9 kcal/mol. The frontier orbital gap is 0.2822 Ha. As for the LUMO energy: -0.24 eV. The value obtained for the HOMO energy is -7.920 eV.

ORCA input file:
```
! RIJCOSX wB97M-V def2-TZVPD def2/J DEFGRID3
* xyz 0 1
H -3.847 -0.142 -0.084
N 2.061 2.125 0.675
N 1.496 1.157 -0.171
O -0.201 -2.785 0.147
H 1.895 1.916 1.680
Cl -2.809 -2.508 -1.202
H -0.421 1.826 1.499
C -2.041 -1.254 -0.267
C -2.744 -0.039 0.010
C 0.170 0.947 -0.305
H 0.406 -1.134 -1.372
H -0.652 -3.517 -0.339
O -0.830 0.161 -2.391
H 1.478 3.059 0.496
C -2.130 1.016 0.537
C -0.900 -1.611 0.327
H 2.191 0.792 -0.830
Cl -3.078 2.416 1.214
H -0.395 -1.003 1.025
C -0.162 -0.103 -1.427
C -0.745 1.316 0.608
*
```

Results of the natural (NBO) charge analysis, in e, for atoms 1 through 8:
1. H 0.251
2. N -0.634
3. N -0.425
4. O -0.694
5. H 0.351
6. Cl 0.000
7. H 0.228
8. C -0.119